Below is a molecular structure, C6H10CsO3 at a distorted geometry, with properties calculated with ωB97M-V/def2-TZVPD.

Energy   -13067.3341 eV
Max |F|   4.5 eV/A
Relative energy (zero: lowest compared OMol25 entry of this formula, charge and spin)   0.000 eV
Total charge   +1
Highest occupied orbital energy   -12.2 eV
Molar mass   263.05 g mol⁻¹

Positions of all 20 atoms, in Å:
O 1.70288 1.24114 0.55578
Cs 2.57887 5.58138 0.44172
O 0.00107 2.13282 -0.59437
C 0.71725 1.22703 -0.19675
O 0.20684 -0.11097 -0.30046
C -1.15910 -0.38311 -0.77033
H -1.08872 -1.42188 -1.11150
H -1.31771 0.32284 -1.58947
C -2.14932 -0.20920 0.33096
C -3.18872 0.61971 0.23654
H -2.03034 -0.85431 1.20561
H -3.94585 0.66459 1.02040
H -3.30907 1.28618 -0.62017
C 1.09046 -1.10544 0.55701
C 2.32691 -1.48223 -0.21184
H 1.26469 -0.81772 1.59466
H 0.37167 -1.92756 0.63887
H 3.01826 -0.63427 -0.28885
H 2.82522 -2.29946 0.32653
H 2.08473 -1.82955 -1.22434